No. 1
DFT (ωB97M-V with the def2-TZVPD basis set) results for C40H38Co2O7PSi as an isolated structure at a distorted geometry.

```
! RIJCOSX wB97M-V def2-TZVPD def2/J DEFGRID3
* xyz 1 1
O 0.75344 -4.88244 -4.04533
H 6.73128 2.91500 4.26801
H 6.63486 1.73157 2.94273
C -1.49383 -1.35222 2.94948
C 1.81872 -0.47000 2.26003
C -0.76591 -1.85484 -3.42384
C -5.18507 -4.69921 -1.63670
Co -0.48443 -0.90016 -1.83007
C -1.19221 -2.65818 3.34853
C -2.46915 -4.35230 -2.20883
C 1.00868 -1.68096 -1.08975
H 1.62603 -0.24796 3.32022
O -1.66237 1.30107 -3.28858
H 4.21143 4.37710 -1.50216
C 6.07465 2.18525 3.77006
C 1.59856 0.78030 1.40748
H 2.13026 5.44140 -2.40137
C -5.81254 1.24806 -1.59942
C 0.88265 3.74018 -1.93687
C -2.05075 -2.15038 0.72547
C -4.35550 0.02012 -0.09876
C 4.74230 4.40336 1.97703
H 5.24618 4.07996 1.05817
C 1.96455 1.94513 -0.74322
C -1.92221 -1.10049 1.64476
H -0.53293 1.11058 0.94093
O 3.97654 -2.82568 -3.35837
C 3.19268 2.60128 -0.83988
C -3.75574 -0.61481 -1.19303
H 3.24410 2.65673 5.29571
H 1.23071 -2.49934 -0.39631
Si 4.51800 3.04653 3.21925
C 0.22707 1.42915 1.66510
C -4.47135 -5.72573 -2.26222
H 2.88486 0.13779 -0.11377
H -4.97591 -6.65612 -2.52631
C -1.31181 -3.70803 2.43533
H -1.39569 -0.52207 3.64685
C 0.82515 2.49928 -1.29359
H -5.11275 -2.71018 -0.80320
H -1.40620 -4.22728 -2.43152
C -1.73385 -3.45894 1.12656
C 1.49327 -0.74627 -4.04229
H -1.82682 -4.28181 0.41514
H 0.21692 3.44963 0.83458
C 1.86575 0.57368 -0.03475
H -0.85712 -2.85307 4.36900
H -0.09811 1.08815 2.65524
H 3.78698 4.86273 1.69313
H -0.07382 3.36723 2.62039
C 0.93756 -3.81046 -3.64507
O 1.71923 0.21776 -4.64232
H -3.86052 -0.94149 -3.33976
H 1.13544 -1.26470 1.94366
C 0.41249 2.91212 1.75377
H -0.12997 1.98157 -1.17467
H 4.09360 2.12836 -0.43402
H -2.17461 -0.07910 1.34690
H 4.13924 4.19847 5.34891
H -2.54692 -6.34656 -3.01265
C 3.52798 3.54161 4.71147
H -1.07491 -4.72668 2.73655
H 5.36161 5.18873 2.43628
C -3.18228 -3.31572 -1.58921
O 3.64122 1.69435 2.45182
O 1.92777 3.05793 2.02636
C 3.25876 3.84786 -1.45972
O -1.53717 -2.07564 -4.29614
C 2.47250 1.87870 1.95090
H -5.73096 1.54012 0.54144
C 2.09228 4.43666 -1.97831
C -4.26223 -0.38741 -2.48565
Co 1.16010 -2.17791 -3.04896
C -5.33892 0.99377 -0.31310
C -3.11348 -5.54827 -2.53767
C -4.54527 -3.50562 -1.29280
C -1.15670 0.48175 -2.62575
C 2.86292 -2.55283 -3.21561
H -6.58753 2.00035 -1.76215
C -5.29875 0.53060 -2.68336
P -2.32498 -1.77338 -1.05294
C 0.91498 -0.38535 -0.70148
H 2.85785 -0.80604 2.15938
H -4.07451 -0.23966 0.91761
H -0.03852 4.15245 -2.35561
H -6.24537 -4.81978 -1.40919
H 2.61509 4.08236 4.43579
H 5.84289 1.39232 4.49508
H -5.68956 0.68597 -3.68885
*
```

Computed properties:
energy relative to the best compared isomer or geometry (same formula, charge and spin): 0.000 eV
orbital gap: 6.72 eV
HOMO energy: -0.3610 hartree
energy: -5469.87848 a.u.
molecular weight: 807.66 g mol⁻¹

No. 2
DFT (ωB97M-V with the def2-TZVPD basis set) results for one molecule with the formula C2H3FN4S at a distorted geometry.

```
! RIJCOSX wB97M-V def2-TZVPD def2/J DEFGRID3
* xyz 0 1
H 2.97240 0.18596 0.69079
N 0.70239 -0.32873 0.21233
N -0.02717 -1.63030 -0.22138
F -2.71829 0.53550 -0.44394
N -1.36105 -1.40662 -0.29124
C -1.60352 -0.18015 -0.23321
S 2.16880 0.12908 -0.52262
H 0.12682 -2.24709 0.67591
C -0.31807 0.61657 0.06673
N -0.39828 1.92752 -0.08172
H 0.45597 2.39826 0.14834
*
```

Computed properties:
energy relative to the best compared isomer or geometry (same formula, charge and spin): 0.942 eV
orbital gap: 9.63 eV
HOMO energy: -0.3439 hartree
energy: -794.96997 a.u.
molecular weight: 134.14 g mol⁻¹

No. 3
DFT (ωB97M-V with the def2-TZVPD basis set) results for one molecule with the formula CCl4NOP at a distorted geometry.

```
! RIJCOSX wB97M-V def2-TZVPD def2/J DEFGRID3
* xyz 0 1
Cl -0.82518 -2.24799 -0.80445
C 1.06100 0.46351 0.88017
Cl -2.78612 0.00140 -0.40085
Cl 1.73758 0.90887 2.38359
N -0.17676 0.12258 0.94173
O -0.07439 0.72709 -2.03252
Cl 2.01434 0.41708 -0.47841
P -0.95048 -0.39253 -0.48927
*
```

Computed properties:
energy relative to the best compared isomer or geometry (same formula, charge and spin): 4.820 eV
orbital gap: 8.12 eV
HOMO energy: -0.3205 hartree
energy: -2350.12999 a.u.
molecular weight: 214.80 g mol⁻¹

No. 4
DFT (ωB97M-V with the def2-TZVPD basis set) results for C24H44AuFN3OPSb2 as an isolated structure at a distorted geometry.

```
! RIJCOSX wB97M-V def2-TZVPD def2/J DEFGRID3
* xyz 2 1
H -5.16696 -2.42751 -5.63159
H 3.31616 1.56098 4.46979
H 4.38898 0.29911 -1.54870
C -2.62132 -3.38075 0.68550
H -3.73215 1.56735 -5.16775
H -3.55613 2.39306 -2.66298
O 0.79334 -1.38995 1.89631
H -0.31677 2.38983 -0.83639
H -2.78396 1.18247 -1.55475
H 1.14582 3.26382 4.11629
C -1.00593 -2.80914 -2.06947
C 2.64395 -3.42941 3.43848
C -3.65645 0.34321 -3.39123
H 6.19559 -1.16726 -0.15654
N 3.25034 -0.84299 1.30427
N 1.97068 0.52009 3.21322
Au -0.92142 -0.03508 1.00503
H 4.61340 -2.47213 1.11017
H 5.61746 0.34945 0.55444
H -0.02980 -3.13596 -1.70830
H 3.50133 -3.82373 2.88722
H 4.03365 0.95542 2.96513
H -3.22988 -3.01820 1.51305
C 2.72583 2.70782 2.74295
H -1.62099 -3.67192 -2.32086
H 1.67251 -3.87042 5.32283
H 1.73867 -3.70307 2.90212
H -1.50968 3.02740 -5.80985
C -1.27685 3.45802 -4.83869
H -1.74621 -3.90034 1.07951
C -0.31894 3.06927 -1.68579
C 4.62508 -1.40253 1.33234
C 3.18059 -1.55941 4.94154
H 3.46991 -2.86917 6.65362
H -2.11476 4.01053 -4.39894
C 5.31479 -0.64106 0.20850
C 3.14331 1.40351 3.40250
H 4.63211 -3.11615 5.34267
C -4.47144 -0.39469 -5.55907
C -4.48881 -1.88227 -3.67227
H -0.88108 -2.15584 -2.92952
C -3.96550 -0.89967 -2.83076
H 3.04839 -4.93216 4.96074
H -4.67279 -0.19385 -6.60426
H 2.35286 -1.10553 5.48982
H 0.12167 1.16106 4.04729
H -3.20393 -4.06096 0.06308
H -4.51039 -2.06378 -1.10957
H 0.66718 3.40680 2.42719
C -3.00196 1.44056 -2.59361
H 0.13503 1.11656 2.27647
H 2.06140 -0.81411 -0.46685
C 3.58857 -2.88961 5.57138
N 2.74955 -1.94566 3.57102
C -3.94021 0.58173 -4.74831
C 1.24580 2.80962 3.12999
H 3.30702 3.55785 3.09439
F -0.37047 0.32787 -2.70462
Sb -1.97740 -1.78060 -0.52042
H -4.74546 -2.84827 -3.24873
Sb -1.07351 1.99774 -3.29400
C -3.87910 -1.20394 -1.33574
H 2.68449 0.76292 0.03550
H -4.21531 -0.36516 -0.72419
C -4.74041 -1.64569 -5.01470
H -0.35333 4.03510 -4.87860
H 2.84020 2.63099 1.65833
H -0.98893 3.92151 -1.52089
C 0.75504 1.34995 3.18344
H 5.08646 -1.26486 2.30715
C 2.67247 -3.91133 4.88550
H 4.15027 -1.44866 -1.42764
C 2.92805 -0.30671 -0.03826
C 4.21373 -0.52265 -0.85266
H 0.69020 3.44256 -1.87611
P 2.12776 -0.95284 2.47244
H 4.00148 -0.84280 4.91595
*
```

Computed properties:
energy relative to the best compared isomer or geometry (same formula, charge and spin): 2.334 eV
orbital gap: 5.50 eV
HOMO energy: -0.4846 hartree
energy: -2237.29126 a.u.
molecular weight: 881.10 g mol⁻¹